# 1
Formula: C2H3N3OS
Source: OMol25
Level of theory: wB97M-V/def2-TZVPD

CARTESIAN COORDINATES (ANGSTROEM)
1 N -0.07552 1.81866 -0.00516
2 N -0.13990 0.47127 -0.00052
3 O -1.41056 -0.11510 -0.00030
4 N -1.22879 -1.45887 0.00163
5 C 0.03937 -1.68682 -0.00129
6 C 0.83605 -0.46221 -0.00122
7 S 2.46592 -0.26633 0.00063
8 H -0.45553 2.20820 -0.82212
9 H -0.46570 2.20990 0.84053
10 H 0.43465 -2.71871 -0.01219

As for the energy above the lowest of the compared OMol25 structures with the same formula, charge and spin: 3.278 eV. The value obtained for the HOMO-LUMO gap is 0.316 Ha. The structure (SMILES) is Nn1oncc1=S. The total charge is 0. For the HOMO energy, the calculation gives -8.6 eV. Its energy is -715.57576 hartree. The lowest unoccupied orbital energy is -0.01 eV.

Atom charges from the Löwdin analysis, given in e for atoms 1 to 6:
1 N 0.138
2 N -0.203
3 O -0.017
4 N 0.083
5 C -0.120
6 C -0.824

=====

# 2
Formula: CH3N2O2S
Source: OMol25
Level of theory: wB97M-V/def2-TZVPD

CARTESIAN COORDINATES (ANGSTROEM)
1 C -0.91276 -0.56452 3.12224
2 N -0.98349 0.49403 -0.02258
3 N 0.07910 0.95469 0.90187
4 O -0.52969 0.19957 3.91800
5 O -1.49091 -1.25604 2.36388
6 S 1.34676 -0.09200 0.88788
7 H -0.99879 -0.44152 0.34634
8 H -0.72163 0.28019 -1.00696
9 H 2.15883 0.23226 -0.25664

As for the energy above the lowest of the compared OMol25 structures with the same formula, charge and spin: 2.215 eV. The value obtained for the HOMO-LUMO gap is 0.225 Ha. The total charge is -1. For the HOMO energy, the calculation gives -2.4 eV. Its energy is -698.05639 hartree. The lowest unoccupied orbital energy is 3.69 eV.

Atom charges from the Löwdin analysis, given in e for atoms 1 to 6:
1 C -0.471
2 N -0.222
3 N -0.701
4 O 0.151
5 O 0.119
6 S 0.387

=====

# 3
Formula: C33H78N10O13SZn
Source: OMol25
Level of theory: wB97M-V/def2-TZVPD

CARTESIAN COORDINATES (ANGSTROEM)
1 Zn 0.57451 -1.45118 -0.32617
2 S 0.26998 1.06269 -0.60008
3 O -0.44154 0.01644 0.16095
4 O -0.65075 1.77593 -1.45205
5 O 1.02703 1.91660 0.30859
6 O 1.08372 0.16321 -1.39335
7 C -3.04655 -0.91749 2.26216
8 C -4.28530 -0.29916 2.89661
9 N -5.43965 -1.22643 2.94699
10 C -6.06886 -1.32786 1.58515
11 C -7.22665 -2.40224 1.58555
12 C -6.37114 -0.77424 4.02514
13 C -5.72445 -0.87891 5.41537
14 H -2.19084 -0.24962 2.16298
15 H -3.24391 -1.45797 1.33640
16 H -2.70300 -1.74969 2.87658
17 H -3.96718 -0.04320 3.90726
18 H -4.59904 0.65614 2.47583
19 H -6.40845 -0.37677 1.17498
20 H -5.33260 -1.69530 0.87030
21 H -8.22346 -2.13489 1.93627
22 H -7.28569 -2.79375 0.57001
23 H -6.97611 -3.23787 2.23904
24 H -7.19017 -1.48911 4.10422
25 H -6.76859 0.23306 3.90073
26 H -6.47719 -0.82256 6.20169
27 H -5.06185 -0.04254 5.63798
28 H -5.26477 -1.84303 5.63274
29 C -1.84324 -4.56473 0.60133
30 C -0.75780 -3.84493 1.33026
31 O -0.18613 -2.83184 0.87620
32 N -0.53330 -4.30701 2.59051
33 C 0.49139 -3.74800 3.47408
34 H -2.76033 -4.00066 0.43144
35 H -2.22128 -5.44874 1.11485
36 H -1.50083 -4.85644 -0.39153
37 H -1.06400 -5.08494 2.95559
38 H 1.40618 -3.59945 2.90033
39 H 0.71581 -4.43038 4.29389
40 H 0.11505 -2.83143 3.92837
41 C -1.93838 2.76695 2.24639
42 C -1.26149 2.13861 3.41842
43 O -1.84074 2.24247 4.51884
44 N -0.14121 1.39625 3.23389
45 C 0.63229 0.76032 4.34618
46 H -2.19333 2.05653 1.46002
47 H -1.22975 3.45912 1.79157
48 H -2.85859 3.25506 2.56743
49 H 0.17577 1.29157 2.28065
50 H 1.70661 0.78754 4.16396
51 H 0.37497 -0.29704 4.40836
52 H 0.36556 1.14672 5.32987
53 C 3.33992 -2.83701 -3.03957
54 C 2.93301 -3.19146 -1.56870
55 O 1.94945 -2.61722 -1.17648
56 N 3.66365 -4.08069 -0.83944
57 C 3.38183 -4.62080 0.48183
58 H 4.41646 -2.94710 -3.17013
59 H 3.02702 -1.85288 -3.38837
60 H 2.83379 -3.57133 -3.66625
61 H 4.40974 -4.59561 -1.28475
62 H 2.99729 -5.62925 0.32929
63 H 2.57554 -4.14921 1.04359
64 H 4.26360 -4.69390 1.11840
65 C 3.80714 3.83471 -0.50812
66 C 2.78237 4.80060 -1.07883
67 O 3.08569 5.80565 -1.69318
68 N 1.51722 4.51256 -0.83241
69 C 0.35153 5.22548 -1.27029
70 H 3.23878 2.98260 -0.13533
71 H 4.39448 4.17553 0.34451
72 H 4.54938 3.60925 -1.27385
73 H 1.43268 3.68161 -0.26455
74 H -0.35782 5.36306 -0.45421
75 H -0.23205 4.57091 -1.91765
76 H 0.46360 6.13348 -1.86281
77 C 2.06223 1.88027 -4.02402
78 C 0.89673 2.50638 -4.83511
79 O 1.08623 2.90403 -5.97358
80 N -0.25144 2.53160 -4.18242
81 C -1.44817 3.25622 -4.59736
82 H 2.28814 2.50342 -3.15872
83 H 2.91503 1.83447 -4.70132
84 H 1.88411 0.84656 -3.72764
85 H -0.27649 2.09469 -3.27216
86 H -2.16852 3.27344 -3.77950
87 H -1.81695 2.67925 -5.44543
88 H -1.26272 4.27094 -4.94959
89 C -3.67219 0.42617 -1.29499
90 C -4.14549 1.85732 -1.27348
91 O -5.35402 2.12485 -1.43609
92 N -3.18720 2.78496 -1.00916
93 C -3.49916 4.18947 -1.13158
94 H -4.34976 -0.24852 -0.77174
95 H -2.70537 0.30551 -0.80631
96 H -3.64538 -0.05876 -2.27081
97 H -2.23462 2.46139 -1.09861
98 H -3.37098 4.67337 -0.16333
99 H -4.48167 4.33289 -1.58124
100 H -2.75867 4.71760 -1.73229
101 C 4.22010 -1.59855 2.12276
102 C 3.04051 -0.74238 1.66338
103 O 2.03962 -1.28491 1.19303
104 N 3.04885 0.57841 1.73369
105 C 4.09148 1.38589 2.39786
106 H 4.20387 -1.74897 3.20220
107 H 5.17624 -1.13303 1.88367
108 H 4.29978 -2.57319 1.64127
109 H 2.26082 1.08179 1.35197
110 H 3.53522 2.28411 2.66599
111 H 4.87849 1.66814 1.69854
112 H 4.60707 0.96110 3.25915
113 C 4.58683 0.59308 -2.38154
114 C 5.63795 0.62802 -1.30930
115 O 5.65420 -0.21734 -0.42276
116 N 6.44744 1.66998 -1.30372
117 C 7.47225 1.96434 -0.34756
118 H 4.72540 1.15841 -3.30311
119 H 3.64929 0.92154 -1.93295
120 H 4.50269 -0.46586 -2.62581
121 H 6.40573 2.25175 -2.12828
122 H 8.02072 1.05464 -0.10319
123 H 7.02243 2.43854 0.52475
124 H 8.11311 2.72892 -0.78667
125 C -1.16404 -0.84631 -3.85103
126 C -0.81063 -2.09673 -3.02524
127 O -0.62963 -2.03519 -1.81321
128 N -0.57884 -3.20609 -3.71564
129 C -0.34451 -4.49357 -3.20814
130 H -1.95963 -0.91208 -4.59320
131 H -0.34210 -0.35585 -4.37252
132 H -1.60821 -0.10911 -3.18218
133 H -0.39727 -3.10979 -4.70451
134 H -1.01516 -5.26494 -3.58671
135 H -0.45298 -4.55372 -2.12522
136 H 0.67418 -4.74338 -3.50474

As for the energy above the lowest of the compared OMol25 structures with the same formula, charge and spin: 2.305 eV. The value obtained for the HOMO-LUMO gap is 0.286 Ha. The total charge is 0. For the HOMO energy, the calculation gives -8.2 eV. Its energy is -5007.59193 hartree. The lowest unoccupied orbital energy is -0.40 eV.

Atom charges from the Löwdin analysis, given in e for atoms 1 to 6:
1 Zn 0.533
2 S 0.288
3 O -0.360
4 O -0.323
5 O -0.340
6 O -0.329

=====

# 4
Formula: C9H14
Source: OMol25
Level of theory: wB97M-V/def2-TZVPD

CARTESIAN COORDINATES (ANGSTROEM)
1 C 1.90688 -3.04487 0.73094
2 C 0.89967 -1.93254 0.76563
3 C 0.76154 -1.16380 1.92453
4 C -0.25378 -0.21887 1.99229
5 C -1.07695 -0.03221 0.88614
6 C -0.92238 -0.74886 -0.30121
7 C 0.13941 -1.63780 -0.37029
8 H 1.60299 -3.89889 1.34107
9 H 2.91197 -2.73521 1.02634
10 H 2.06511 -3.50032 -0.25210
11 H 1.39913 -1.39519 2.76852
12 H -0.36559 0.42507 2.85348
13 H -1.77796 0.79328 0.95867
14 H -1.66624 -0.61370 -1.07190
15 H 0.23080 -2.30842 -1.21468
16 C -0.20392 2.27958 -1.81875
17 C -1.25437 3.19608 -1.18611
18 H 0.62770 1.99687 -1.17732
19 H -0.55761 1.34992 -2.25453
20 H 0.22241 2.86070 -2.64066
21 H -1.21322 3.10504 -0.09638
22 H -2.31213 2.98874 -1.37788
23 H -1.16347 4.23539 -1.48581

As for the energy above the lowest of the compared OMol25 structures with the same formula, charge and spin: 0.486 eV. The value obtained for the HOMO-LUMO gap is 0.368 Ha. The structure (SMILES) is Cc1ccccc1.CC. The total charge is 0. For the HOMO energy, the calculation gives -9.0 eV. Its energy is -351.31232 hartree. The lowest unoccupied orbital energy is 1.05 eV.

Atom charges from the Löwdin analysis, given in e for atoms 1 to 6:
1 C -0.067
2 C -0.281
3 C -0.053
4 C -0.085
5 C -0.108
6 C -0.095

=====

# 5
Formula: C4H17NO4S
Source: OMol25
Level of theory: wB97M-V/def2-TZVPD

CARTESIAN COORDINATES (ANGSTROEM)
1 N 1.42992 0.33749 -0.57728
2 C 0.10585 0.47004 -0.01170
3 C 0.12401 1.55422 1.05108
4 O 1.19686 1.11787 1.96827
5 C -0.87528 0.84036 -1.12478
6 C -2.16302 0.02867 -1.09738
7 S -3.09840 0.22969 0.36725
8 H 1.65460 1.14521 -1.14452
9 H 2.14817 0.34334 0.10155
10 H -0.15014 -0.49958 0.39899
11 H -0.80510 1.63285 1.65678
12 H 0.62136 2.47611 0.78617
13 H 0.87627 1.31308 2.85786
14 H -1.07050 1.92887 -1.17064
15 H -0.46503 0.63615 -2.13988
16 H -2.02634 -1.04888 -1.46089
17 H -2.67664 0.58216 -2.02483
18 H -3.59461 -0.97134 0.58927
19 O 0.91350 -2.26183 1.96623
20 H 1.22668 -2.31990 2.86697
21 H 0.39703 -1.47013 1.80003
22 O -0.44959 -2.49360 -2.35376
23 H 0.02904 -2.97748 -3.01082
24 H 0.25813 -2.03469 -1.88548
25 O 4.73607 0.76132 -0.56084
26 H 4.11256 0.58602 -1.21826
27 H 4.48480 0.33439 0.31397

As for the energy above the lowest of the compared OMol25 structures with the same formula, charge and spin: 0.870 eV. The value obtained for the HOMO-LUMO gap is 0.349 Ha. The structure (SMILES) is N[C@@H](CO)CCS.O.O.O. The total charge is 0. For the HOMO energy, the calculation gives -9.0 eV. Its energy is -916.44472 hartree. The lowest unoccupied orbital energy is 0.47 eV.

Atom charges from the Löwdin analysis, given in e for atoms 1 to 6:
1 N 0.060
2 C -0.432
3 C -0.174
4 O -0.117
5 C -0.262
6 C -0.629

=====

# 6
Formula: C5H10O
Source: OMol25
Level of theory: wB97M-V/def2-TZVPD

CARTESIAN COORDINATES (ANGSTROEM)
1 C 0.00819 -1.35564 1.54698
2 C 0.52715 -0.67594 0.28649
3 C -0.57145 -0.45475 -0.80068
4 C -0.64404 1.39851 -1.79084
5 O -0.53909 1.14519 -0.22008
6 C 0.71791 0.83337 0.41385
7 H -0.25436 -2.40099 1.35000
8 H 0.76030 -1.34285 2.34381
9 H -0.88810 -0.84333 1.91640
10 H 1.39927 -1.20896 -0.10786
11 H -0.27431 -0.83060 -1.77364
12 H -1.59251 -0.74524 -0.56370
13 H -1.29567 2.28192 -1.82033
14 H 0.37052 1.72462 -2.07207
15 H 1.56725 1.24612 -0.14238
16 H 0.70894 1.22857 1.43405

As for the energy above the lowest of the compared OMol25 structures with the same formula, charge and spin: 6.456 eV. The value obtained for the HOMO-LUMO gap is 0.285 Ha. The total charge is 0. For the HOMO energy, the calculation gives -6.8 eV. Its energy is -271.51535 hartree. The lowest unoccupied orbital energy is 0.94 eV.

Atom charges from the Löwdin analysis, given in e for atoms 1 to 6:
1 C -0.073
2 C -0.321
3 C -0.028
4 C -0.049
5 O -0.247
6 C -0.144

=====

# 7
Formula: C27H58AlBr20IN2O2P
Source: OMol25
Level of theory: wB97M-V/def2-TZVPD

CARTESIAN COORDINATES (ANGSTROEM)
1 C 0.27554 -0.59606 0.67223
2 C -0.39499 -1.92158 0.93792
3 O -0.47269 -2.34742 2.04065
4 N -0.87072 -2.58051 -0.21939
5 C 0.27420 -3.18235 -0.94650
6 C -1.96794 -3.51229 0.06644
7 C -3.12173 -3.23888 -0.90906
8 C -4.14094 -2.17044 -0.45563
9 C -3.64364 -1.14053 0.56241
10 Al -4.92678 0.36798 0.84305
11 N -5.28363 1.28245 -0.76639
12 I -3.78812 2.00516 2.56312
13 P -6.99085 -0.26327 1.81314
14 O -6.87882 -1.19466 2.99430
15 H 0.01133 -0.26748 -0.32235
16 H 1.34181 -0.74322 0.73066
17 H -0.08659 0.14496 1.36632
18 H 1.18594 -3.00791 -0.39394
19 H 0.41579 -2.66245 -1.88588
20 H 0.13760 -4.23602 -1.12442
21 H -1.68399 -4.54813 -0.09047
22 H -2.31501 -3.43897 1.08244
23 H -2.67154 -2.97010 -1.85366
24 H -3.62551 -4.18709 -1.07436
25 H -5.05191 -2.66085 -0.13544
26 H -4.40844 -1.62009 -1.35446
27 H -2.73386 -0.70249 0.17036
28 H -3.47988 -1.63471 1.51537
29 H -4.42877 1.70527 -1.11394
30 H -5.58563 0.61671 -1.46977
31 H -7.83189 -0.77718 0.78635
32 H -7.66520 0.93254 2.20944
33 Br 2.56662 1.67340 -0.53500
34 C 4.33282 1.08029 -1.10394
35 C 4.26200 -0.21009 -1.86703
36 Br 3.98409 -1.72046 -0.67122
37 H 4.94362 1.00477 -0.21330
38 H 4.71623 1.87793 -1.73753
39 H 5.20527 -0.41451 -2.36677
40 H 3.45558 -0.22911 -2.59353
41 Br -10.40146 1.01579 -0.73532
42 C -10.46377 0.28618 -2.53427
43 C -9.86252 -1.09311 -2.59026
44 Br -7.92262 -1.02509 -2.50529
45 H -9.95181 0.99499 -3.17708
46 H -11.51914 0.25086 -2.79921
47 H -10.09818 -1.57358 -3.53791
48 H -10.18975 -1.72650 -1.77155
49 Br 7.13033 -2.59941 -2.51948
50 C 7.86810 -2.34775 -4.30185
51 C 8.08978 -0.89222 -4.61675
52 Br 6.42383 0.02122 -5.03811
53 H 7.18681 -2.83253 -4.99348
54 H 8.81643 -2.88099 -4.29615
55 H 8.70554 -0.78671 -5.50732
56 H 8.54561 -0.34997 -3.79408
57 Br 7.75951 0.31140 3.34905
58 C 7.53289 -0.93376 1.87300
59 C 8.45052 -0.60370 0.72748
60 Br 7.81753 0.93791 -0.27712
61 H 6.48336 -0.90655 1.59538
62 H 7.77357 -1.91332 2.28032
63 H 8.47372 -1.42319 0.01078
64 H 9.46090 -0.37245 1.04782
65 Br 11.33555 1.02750 3.00014
66 C 10.77137 2.43976 4.21132
67 C 11.32899 2.24372 5.59410
68 Br 10.38573 0.84160 6.55725
69 H 9.68854 2.44799 4.19353
70 H 11.14828 3.35989 3.77395
71 H 11.18976 3.14472 6.18882
72 H 12.37898 1.97055 5.58910
73 Br -5.16564 0.12419 -4.02477
74 C -3.59288 1.19701 -4.40389
75 C -2.40129 0.33337 -4.72148
76 Br -1.66837 -0.48177 -3.11083
77 H -3.43153 1.82970 -3.53533
78 H -3.86021 1.81675 -5.25753
79 H -1.59452 0.93245 -5.13966
80 H -2.64200 -0.47688 -5.40190
81 Br -14.62372 0.56541 -0.03087
82 C -14.65464 -0.38205 1.66983
83 C -13.27129 -0.56916 2.23294
84 Br -12.30010 -1.97226 1.30742
85 H -15.16456 -1.32322 1.49392
86 H -15.25505 0.23796 2.33234
87 H -13.32522 -0.89228 3.27026
88 H -12.66371 0.32780 2.16546
89 Br 8.63355 4.99027 3.61091
90 C 8.06533 6.39723 4.82787
91 C 8.65000 6.20310 6.20102
92 Br 7.75544 4.77504 7.17157
93 H 6.98050 6.39311 4.82500
94 H 8.42502 7.32572 4.38970
95 H 8.51087 7.09769 6.80407
96 H 9.70408 5.94743 6.17200
97 Br 3.31572 -5.16797 -3.22900
98 C 3.81931 -6.05205 -1.57037
99 C 5.15314 -5.57054 -1.06910
100 Br 6.63039 -6.32561 -2.09099
101 H 3.80381 -7.11919 -1.76488
102 H 3.03459 -5.80042 -0.85964
103 H 5.31697 -5.89599 -0.04404
104 H 5.25401 -4.49036 -1.12781
105 Br -7.24558 4.13498 0.36289
106 C -6.06096 5.67259 0.45373
107 C -5.17666 5.76399 -0.76241
108 Br -3.73409 4.46531 -0.68652
109 H -5.49439 5.58036 1.37544
110 H -6.71542 6.54059 0.51241
111 H -4.68853 6.73596 -0.80892
112 H -5.71809 5.58576 -1.68593

The value obtained for the HOMO-LUMO gap is 0.215 Ha. The total charge is -1. For the HOMO energy, the calculation gives -4.6 eV. Its energy is -53685.51773 hartree. The lowest unoccupied orbital energy is 1.28 eV.

Atom charges from the Löwdin analysis, given in e for atoms 1 to 6:
1 C -0.039
2 C -0.536
3 O 0.114
4 N -0.114
5 C -0.052
6 C -0.190

=====

Question: Number 3 is which compound?
Answer: C33H78N10O13SZn